ORCA calculation (wB97M-V/def2-TZVPD) on a molecular structure, C22H19N8NiS2.

Computed properties:
ΔE to the lowest compared entry with this formula, charge and spin	0.0	kJ/mol
E_LUMO (alpha / beta)	-3.19 / -3.17	eV
⟨S²⟩	2.0056
orbital gap (alpha / beta)	0.2779 / 0.2772	Eh
molecular weight	518.28	g/mol

```
! RIJCOSX wB97M-V def2-TZVPD def2/J DEFGRID3
* xyz 1 3
Ni 0.05 0.04 -1.24
C 4.08 0.09 -2.62
C 4.89 0.14 -1.49
C 4.30 0.08 -0.25
C 2.91 -0.02 -0.12
N 2.13 -0.06 -1.23
C 2.72 -0.02 -2.44
N 2.42 -0.04 1.17
C 1.18 -0.08 1.51
N 0.06 -0.18 0.72
C -1.06 -0.06 1.52
N -2.30 0.01 1.19
C -2.81 0.05 -0.09
C -4.20 0.14 -0.19
C -4.82 0.19 -1.41
C -4.03 0.14 -2.56
C -2.67 0.05 -2.41
N -2.06 0.01 -1.21
C -0.63 0.00 2.93
C -1.34 0.07 4.11
C -0.62 0.12 5.29
C 0.77 0.12 5.29
C 1.49 0.06 4.10
C 0.76 -0.01 2.93
H 4.49 0.13 -3.62
H 5.96 0.23 -1.58
H 4.88 0.11 0.67
H 2.06 -0.08 -3.29
H -4.76 0.17 0.74
H -5.89 0.26 -1.49
H -4.46 0.17 -3.55
H -2.03 0.00 -3.28
H -2.43 0.09 4.09
H -1.14 0.17 6.24
H 1.31 0.16 6.23
H 2.57 0.06 4.08
S 0.80 4.52 -0.78
C -0.82 4.27 -1.26
C -1.04 2.95 -1.47
N 0.05 2.14 -1.26
C 1.09 2.85 -0.89
H -1.51 5.09 -1.35
H -1.98 2.52 -1.78
H 2.06 2.43 -0.67
N 0.25 -3.12 -0.14
C -0.05 -3.30 -1.43
N -0.31 -4.54 -1.84
S -0.08 -2.03 -2.56
H 0.24 -3.87 0.52
H 0.31 -2.17 0.21
H -0.27 -5.33 -1.22
H -0.53 -4.70 -2.81
*
```

These are the Löwdin partial charges, in e, on atoms 1 to 6: number 1, Ni, carries 0.470; number 2, C, carries -0.049; number 3, C, carries -0.041; number 4, C, carries 0.002; number 5, C, carries -0.323; number 6, N, carries 0.020

***

ORCA calculation (wB97M-V/def2-TZVPD) on a molecular structure, C22H20Br2F5N4O2Ru.

Computed properties:
E_LUMO (alpha / beta)	-4.47 / -4.75	eV
orbital gap (alpha / beta)	0.2038 / 0.1925	Eh
molecular weight	728.30	g/mol

```
! RIJCOSX wB97M-V def2-TZVPD def2/J DEFGRID3
* xyz 1 1
Ru 0.03 0.06 0.13
Br -2.01 6.37 -0.36
C -1.39 4.59 -0.23
C -0.23 4.32 0.52
C 0.20 3.02 0.60
N -0.41 1.99 -0.02
C -1.57 2.25 -0.75
C -2.05 3.56 -0.85
C -2.18 1.10 -1.31
C -3.39 1.09 -2.04
C -3.89 -0.10 -2.51
Br -5.50 -0.16 -3.49
C -3.20 -1.31 -2.25
C -2.04 -1.24 -1.52
N -1.52 -0.09 -1.07
H 0.30 5.11 1.03
H 1.07 2.77 1.19
H -2.95 3.76 -1.42
H -3.91 2.01 -2.23
H -3.58 -2.25 -2.60
H -1.49 -2.15 -1.28
F 4.78 -4.98 0.58
C 3.69 -4.25 0.36
C 3.80 -2.94 -0.09
F 5.01 -2.41 -0.31
C 2.66 -2.18 -0.26
F 2.69 -0.92 -0.75
C 1.37 -2.66 0.08
O 0.34 -1.91 0.05
C 1.29 -4.02 0.48
F 0.09 -4.52 0.76
C 2.43 -4.81 0.60
F 2.33 -6.07 0.99
C 3.92 1.74 0.04
N 3.95 1.12 1.35
C 5.28 0.86 1.85
C 2.80 0.67 1.92
O 1.78 0.52 1.21
N 2.76 0.41 3.24
C 3.53 1.11 4.25
C 1.61 -0.29 3.78
H 4.39 2.72 0.10
H 2.89 1.85 -0.29
H 4.45 1.13 -0.69
H 5.87 0.42 1.05
H 5.25 0.16 2.68
H 5.77 1.78 2.17
H 4.08 1.94 3.81
H 4.23 0.44 4.75
H 2.84 1.51 5.00
H 1.09 -0.85 3.00
H 0.89 0.41 4.23
H 1.95 -0.97 4.56
C -1.20 -0.23 1.71
H -1.70 -1.19 1.77
H -1.63 0.62 2.23
*
```

These are the Löwdin partial charges, in e, on atoms 1 to 6: number 1, Ru, carries 1.268; number 2, Br, carries 0.825; number 3, C, carries -0.650; number 4, C, carries -0.062; number 5, C, carries -0.092; number 6, N, carries -0.058

***

ORCA calculation (wB97M-V/def2-TZVPD) on a molecular structure, C22H20Cl2MoN6O7S3.

Computed properties:
ΔE to the lowest compared entry with this formula, charge and spin	0.0	kJ/mol
E_LUMO (alpha / beta)	-1.55 / -1.57	eV
orbital gap (alpha / beta)	0.2480 / 0.2474	Eh
molecular weight	743.48	g/mol

```
! RIJCOSX wB97M-V def2-TZVPD def2/J DEFGRID3
* xyz 0 1
Mo 0.95 -0.14 1.23
S 4.32 -0.21 4.26
C 3.13 -0.17 3.17
S 1.40 0.06 3.50
S 3.27 -0.34 1.42
Cl -4.06 -0.79 1.39
C -3.06 -0.87 -0.01
C -3.65 -1.17 -1.26
C -2.90 -1.19 -2.40
Cl -3.67 -1.53 -3.92
C -1.51 -0.92 -2.35
C -0.67 -0.84 -3.48
C 0.66 -0.55 -3.31
C 1.17 -0.38 -2.01
N 0.41 -0.46 -0.94
C -0.93 -0.69 -1.09
C -1.71 -0.62 0.11
O -1.12 -0.30 1.24
H -4.71 -1.36 -1.30
H -1.08 -1.00 -4.47
H 1.32 -0.46 -4.16
H 2.21 -0.15 -1.85
O 1.73 2.36 -1.22
C 1.16 2.62 -0.19
O 0.90 1.75 0.77
C 0.74 4.02 0.16
C 0.14 4.31 1.38
C -0.22 5.62 1.65
C 0.00 6.65 0.76
C 0.60 6.32 -0.44
C 0.98 5.03 -0.76
N 0.84 7.40 -1.42
O 1.35 7.09 -2.48
O 0.50 8.53 -1.11
N -0.86 5.93 2.95
O -1.17 7.09 3.15
O -1.09 5.00 3.69
H -0.04 3.53 2.11
H -0.29 7.66 1.00
H 1.45 4.81 -1.70
C 2.49 -3.25 -0.40
N 1.09 -3.62 -0.35
C 0.48 -4.01 -1.61
C 0.34 -3.28 0.73
N 0.70 -2.27 1.48
N -0.73 -4.05 1.03
C -1.71 -3.58 2.00
C -0.76 -5.48 0.77
H 3.04 -4.05 -0.90
H 2.87 -3.13 0.61
H 2.67 -2.32 -0.94
H 0.70 -3.26 -2.37
H -0.60 -4.09 -1.51
H 0.88 -4.97 -1.96
H 0.31 -2.29 2.42
H -1.43 -3.86 3.02
H -2.67 -4.04 1.78
H -1.83 -2.50 1.94
H 0.16 -5.80 0.29
H -1.61 -5.75 0.15
H -0.85 -6.02 1.72
*
```

These are the Löwdin partial charges, in e, on atoms 1 to 6: number 1, Mo, carries 1.221; number 2, S, carries 0.581; number 3, C, carries -1.726; number 4, S, carries 0.485; number 5, S, carries 0.456; number 6, Cl, carries 0.733

***

ORCA calculation (wB97M-V/def2-TZVPD) on a molecular structure, C22H20CrN8S.

Computed properties:
ΔE to the lowest compared entry with this formula, charge and spin	0.0	kJ/mol
E_LUMO (alpha / beta)	-7.19 / -7.32	eV
⟨S²⟩	6.0194
orbital gap (alpha / beta)	0.2597 / 0.2544	Eh
molecular weight	480.52	g/mol

```
! RIJCOSX wB97M-V def2-TZVPD def2/J DEFGRID3
* xyz 2 5
Cr -0.02 -0.24 -0.06
C 4.28 -0.40 -0.06
C 2.95 -0.81 -0.06
N 1.96 0.08 -0.07
C 2.30 1.39 -0.06
C 3.63 1.77 -0.05
N 4.62 0.88 -0.05
C 1.15 2.31 -0.06
C 1.19 3.69 -0.03
C 0.00 4.43 -0.01
C -1.20 3.70 -0.01
C -1.18 2.32 -0.04
N -0.02 1.64 -0.07
C -2.33 1.41 -0.04
C -3.67 1.80 -0.02
N -4.66 0.92 -0.01
C -4.33 -0.36 -0.01
C -3.01 -0.78 -0.03
N -2.00 0.09 -0.05
C 0.00 5.90 0.01
C -1.19 6.64 0.02
C -1.13 8.02 0.04
N 0.01 8.69 0.03
C 1.15 8.01 0.02
C 1.20 6.63 0.00
H 5.09 -1.12 -0.05
H 2.68 -1.86 -0.06
H 3.93 2.81 -0.05
H 2.15 4.18 -0.01
H -2.16 4.20 0.01
H -3.95 2.85 -0.01
H -5.15 -1.07 0.00
H -2.75 -1.83 -0.03
H -2.16 6.17 0.03
H -2.04 8.62 0.05
H 2.06 8.60 0.02
H 2.17 6.15 -0.01
C -0.07 -5.16 2.07
N -0.01 -5.19 0.62
C 0.14 -6.45 -0.13
C 0.03 -5.99 -1.59
N 0.11 -4.54 -1.46
C 0.01 -4.15 -0.19
S -0.06 -2.53 0.36
H -0.69 -5.99 2.42
H -0.51 -4.23 2.40
H 0.92 -5.27 2.51
H -0.64 -7.15 0.16
H 1.10 -6.90 0.10
H -0.92 -6.28 -2.04
H 0.83 -6.38 -2.21
H 0.05 -3.91 -2.24
*
```

These are the Löwdin partial charges, in e, on atoms 1 to 6: number 1, Cr, carries 0.654; number 2, C, carries -0.051; number 3, C, carries -0.063; number 4, N, carries -0.007; number 5, C, carries -0.146; number 6, C, carries -0.019

***

ORCA calculation (wB97M-V/def2-TZVPD) on 2 unconnected molecules or ions with the total composition C22H20F2O.

Computed properties:
ΔE to the lowest compared entry with this formula, charge and spin	0.0	kJ/mol
E_LUMO	-2.96	eV
orbital gap	0.0972	Eh
molecular weight	338.40	g/mol

```
! RIJCOSX wB97M-V def2-TZVPD def2/J DEFGRID3
* xyz 0 1
C 4.71 2.88 -0.79
C 3.34 2.31 -0.84
C 2.23 3.14 -1.00
F 2.47 4.49 -1.07
C 0.93 2.69 -1.06
C 0.66 1.30 -0.79
C -0.61 0.71 -0.63
C -1.89 1.32 -0.68
C -2.16 2.73 -0.61
C -3.46 3.17 -0.72
F -3.70 4.53 -0.72
C -4.57 2.33 -0.81
C -5.94 2.90 -0.84
C -4.31 0.95 -0.86
C -3.03 0.46 -0.81
C 1.80 0.44 -0.71
C 3.09 0.93 -0.74
H 5.43 2.07 -0.76
H 4.92 3.50 -1.67
H 4.86 3.50 0.10
H 0.14 3.38 -1.33
H -0.62 -0.37 -0.53
H -1.37 3.44 -0.42
H -6.67 2.09 -0.85
H -6.14 3.52 0.04
H -6.10 3.52 -1.73
H -5.17 0.28 -0.93
H -2.84 -0.61 -0.84
H 1.61 -0.62 -0.59
H 3.94 0.26 -0.67
C 1.07 -6.02 0.51
C 1.15 -4.72 1.26
C 2.22 -4.52 2.14
C 2.29 -3.32 2.87
C 1.37 -2.31 2.70
C 0.38 -2.39 1.63
O -0.22 -1.37 1.17
C 0.20 -3.73 1.09
H 0.18 -6.04 -0.12
H 1.95 -6.17 -0.12
H 1.02 -6.88 1.20
H 2.96 -5.30 2.27
H 3.11 -3.19 3.59
H 1.42 -1.39 3.27
H -0.64 -3.90 0.42
*
```

These are the Löwdin partial charges, in e, on atoms 1 to 6: number 1, C, carries -0.020; number 2, C, carries -0.179; number 3, C, carries -0.194; number 4, F, carries 0.058; number 5, C, carries 0.084; number 6, C, carries -0.153

***

Question: Which value of molecular weight does entry 4 give?
Answer: 480.52 g/mol